(1)
The following is a DFT calculation (the ωB97M-V functional and the def2-TZVPD basis) of C19H23F2N3O4 in the gas phase in a non-equilibrium geometry.

```
51
Properties=species:S:1:pos:R:3:forces:R:3
O 1.477839 0.633995 -0.872785 -0.045 -0.239 -0.260
C 0.551326 1.205803 -0.322521 -0.085 0.505 0.055
N 0.622188 2.441904 0.193418 -0.108 0.117 0.064
C 1.882068 3.116552 0.371886 0.351 0.143 0.110
C 2.244135 3.267167 1.853317 -0.072 -0.300 -0.070
C 2.071575 1.961469 2.641568 0.023 0.165 -0.009
N 2.567871 0.794741 1.937957 0.005 0.013 0.196
C 4.012880 0.773655 1.802256 0.024 -0.017 -0.326
C 4.405725 -0.344134 0.843189 0.111 -0.034 0.266
C 3.968776 -1.688102 1.413720 -0.280 0.050 -0.132
C 2.464344 -1.673152 1.714854 0.263 -0.144 0.636
O 1.684925 -1.773196 0.553762 -0.074 0.218 -0.449
C 2.103194 -0.435146 2.552183 -0.104 -0.343 -0.065
C -0.779657 0.570338 -0.167989 -0.892 -0.596 0.123
C -1.113308 -0.779734 -0.440955 -0.718 0.147 0.260
C -2.434874 -0.856347 -0.100923 0.969 -0.172 -0.415
C -3.410647 -1.991194 -0.119966 0.036 0.091 0.221
O -4.627983 -1.676565 -0.755867 -0.268 0.053 0.054
C -4.638937 -1.436571 -2.093591 -0.117 0.070 -0.300
C -3.543577 -1.502639 -2.946927 -0.199 -0.058 0.262
C -3.681168 -1.243727 -4.301725 -0.216 0.083 -0.300
C -4.922242 -0.917228 -4.807859 0.159 -0.075 0.262
F -5.057645 -0.664582 -6.123568 -0.023 0.003 0.022
C -6.040168 -0.842413 -3.993428 0.148 -0.030 0.017
C -5.881864 -1.102812 -2.649793 0.163 -0.028 0.068
F -6.956083 -1.038171 -1.845201 0.159 -0.018 -0.056
O -2.851214 0.345825 0.331461 -0.493 -0.480 0.035
N -1.828047 1.215938 0.289009 0.907 0.735 -0.051
H -0.202859 2.813888 0.640113 -0.046 -0.089 -0.054
H 1.847016 4.102992 -0.101613 0.071 -0.120 -0.023
H 2.625012 2.499632 -0.136440 -0.056 0.160 0.003
H 3.272398 3.624021 1.919146 0.003 0.107 0.011
H 1.604687 4.022140 2.315918 0.065 0.076 0.052
H 2.552275 2.079378 3.630975 -0.100 -0.035 -0.024
H 1.003604 1.799368 2.815727 0.068 -0.006 0.054
H 4.346205 1.732408 1.403249 0.035 0.037 0.054
H 4.504349 0.620304 2.782458 -0.008 0.066 -0.010
H 5.485097 -0.334827 0.682635 0.007 0.016 -0.063
H 3.911480 -0.168988 -0.113649 0.069 0.062 -0.075
H 4.179807 -2.492571 0.707765 -0.005 -0.064 0.066
H 4.511577 -1.891213 2.339765 0.054 -0.018 0.044
H 2.204928 -2.564664 2.301581 0.087 0.175 0.003
H 1.818954 -0.967565 0.021890 -0.108 -0.075 -0.015
H 1.013362 -0.389012 2.640498 0.049 -0.028 0.045
H 2.525074 -0.562737 3.567655 -0.019 0.023 -0.002
H -0.452700 -1.544373 -0.788382 0.097 -0.236 -0.099
H -3.703595 -2.236390 0.906520 0.106 -0.043 -0.186
H -2.932010 -2.867439 -0.574657 -0.010 0.122 0.078
H -2.567828 -1.753514 -2.565835 0.055 -0.017 0.037
H -2.828083 -1.294418 -4.958415 0.071 0.003 -0.091
H -7.008183 -0.588092 -4.392388 -0.111 0.024 -0.024
```
Forces are in eV/Å.

Calculated values
Kohn-Sham gap	9.3	eV
SMILES	O=C(NCCCN1CCC[C@H](O)C1)c1cc(COc2ccc(F)cc2F)on1
charge	0
energy relative to the best compared isomer or geometry (same formula, charge and spin)	152.54	kJ/mol
total energy	-1402.73793	Eh



(2)
The following is a DFT calculation (the ωB97M-V functional and the def2-TZVPD basis) of a molecular structure, C25H48Cl3MnN4O3SSi in a non-equilibrium geometry.

```
86
Properties=species:S:1:pos:R:3:forces:R:3
C -1.622141 -1.989396 -3.524296 -0.109 0.305 -0.088
C -1.134813 -2.947553 -2.491638 0.594 -1.017 0.409
H -1.308783 -2.286300 -4.525690 -0.109 0.148 0.047
H -1.235603 -0.980396 -3.322678 -0.161 -0.326 -0.095
H -2.719306 -1.926426 -3.516883 0.157 -0.009 0.025
C -0.588244 -4.146028 -2.762357 -0.386 0.540 0.187
C -0.415594 -4.736843 -4.119261 0.138 -0.201 -0.568
H -0.245215 -4.776908 -1.942588 -0.134 0.160 -0.064
H -0.599909 -4.017682 -4.927478 0.074 -0.252 0.215
H -1.087551 -5.592077 -4.286083 0.118 0.166 0.097
H 0.607260 -5.121719 -4.241578 -0.179 0.053 -0.014
Mn 0.047450 0.354411 -0.659054 -0.375 -1.748 0.524
Cl -1.912062 0.395913 0.460424 -0.223 0.126 -0.055
Cl -0.257136 1.201152 -2.807621 0.200 0.173 0.205
H 0.696024 4.421325 2.981102 0.086 -0.107 -0.250
H -1.425982 5.529214 1.929435 0.092 -0.141 -0.196
C 1.050892 4.300463 1.947385 -0.113 0.258 0.032
C -1.015506 5.258827 0.947825 -0.175 -0.007 -0.040
N -0.099883 4.133433 1.061142 0.184 -0.056 -0.050
H 1.718255 3.440790 1.876511 -0.188 0.120 -0.061
C -0.256606 3.056968 0.304707 0.880 -1.235 -0.101
O 0.588910 2.107178 0.263681 -1.346 1.285 -0.116
H -1.834347 4.975645 0.277062 0.157 0.163 0.185
H -1.186535 3.000696 -0.282725 0.334 0.136 0.116
H 1.578790 5.221501 1.665435 -0.006 -0.267 0.044
H -0.497393 6.137278 0.538057 -0.095 -0.240 0.059
H 1.471255 -1.655480 -3.344703 0.128 0.147 0.130
H 2.485501 -3.776756 -1.940875 0.191 0.296 0.040
C 2.351421 -1.109311 -2.978972 -0.258 -0.210 -0.107
C 3.311160 -3.060473 -1.792784 -0.008 -0.120 0.168
N 2.801612 -1.698528 -1.721123 0.079 0.355 0.743
H 2.074692 -0.063250 -2.842185 0.117 -0.227 -0.002
C 2.633621 -1.076332 -0.549143 -0.529 0.073 -0.813
O 2.020663 0.014268 -0.423129 0.963 -0.756 0.030
H 3.829977 -3.302112 -0.856451 -0.099 -0.007 -0.274
H 3.068658 -1.577449 0.337017 -0.159 0.142 -0.375
H 3.156787 -1.210183 -3.715879 -0.090 0.088 0.162
H 4.002796 -3.152935 -2.639435 -0.086 0.063 0.266
O -0.085582 -1.544740 -0.960777 1.267 2.264 0.225
C -1.149298 -2.404573 -1.053788 -0.946 -0.574 0.068
C 0.148304 -4.035221 0.437161 -0.050 -0.224 0.166
C -1.075166 -3.508907 0.019130 -0.198 0.361 -0.353
H 1.078123 -3.540381 0.138256 -0.383 -0.210 0.033
C 0.178442 -5.191979 1.226559 -0.189 0.171 -0.041
H -2.106422 -1.863644 -0.929667 0.202 -0.193 0.129
C -2.268809 -4.064591 0.491521 0.349 -0.199 -0.264
H 1.133987 -5.629487 1.529011 -0.308 0.179 -0.081
C -1.018919 -5.799495 1.616152 -0.139 0.037 -0.040
C -2.246412 -5.226696 1.260250 0.138 0.070 0.045
H -3.207200 -3.599791 0.188189 0.132 -0.193 0.092
H -1.008445 -6.718367 2.206424 0.058 0.275 -0.165
H -3.188511 -5.690209 1.564848 0.350 0.136 -0.005
Si -0.388527 4.398827 -5.143058 -0.175 -0.006 -0.355
Cl -0.617135 2.515176 -6.057079 -0.015 0.543 -0.223
C 1.451057 4.554267 -4.842784 0.031 -0.088 0.281
C -1.555228 4.282738 -3.691192 0.193 -0.100 0.298
C -0.906478 5.854952 -6.227160 -0.067 -0.116 -0.171
H 1.825713 3.639959 -4.366129 -0.027 0.192 -0.057
H 1.679154 5.407786 -4.191066 -0.016 -0.121 -0.100
H 1.988239 4.698532 -5.792294 -0.233 -0.068 0.232
H -0.262057 5.988257 -7.104405 -0.080 -0.125 0.145
H -0.848359 6.787769 -5.647309 0.033 -0.236 0.017
H -1.939600 5.766229 -6.581243 0.132 -0.053 0.061
H -1.300117 3.382741 -3.114557 -0.124 0.278 -0.138
H -2.588281 4.167483 -4.047023 0.251 0.090 0.011
H -1.501675 5.152805 -3.027341 -0.034 0.011 -0.113
C -0.426615 1.425445 3.807945 0.184 -0.016 -0.008
N -0.785376 0.211522 4.528197 -0.381 -0.261 -0.456
C -2.041382 0.282505 5.288385 0.050 0.284 0.060
C -0.339456 -0.982018 4.037552 0.018 0.029 -0.087
S 0.637987 -1.114865 2.673883 -0.327 0.048 0.602
N -0.786217 -2.075120 4.776905 0.447 0.190 -0.248
C -0.422659 -2.081717 6.192569 -0.130 -0.123 0.040
C -0.712527 -3.363478 4.113803 0.192 -0.088 -0.421
H -0.678085 2.292709 4.424855 0.002 -0.114 -0.029
H -0.943602 1.473708 2.838959 0.039 0.018 0.185
H 0.646038 1.407191 3.606174 -0.116 0.102 0.034
H -2.534304 -0.693362 5.356807 0.274 0.274 -0.128
H -1.832486 0.645838 6.301868 -0.179 -0.014 -0.086
H -2.728353 0.991410 4.801226 0.239 -0.203 0.077
H -1.161826 -2.687657 6.730162 0.205 0.140 0.065
H 0.581527 -2.516168 6.350474 -0.262 0.089 -0.104
H -0.424674 -1.061397 6.589744 0.009 -0.374 -0.042
H -1.098542 -3.239859 3.096929 -0.008 -0.185 0.234
H 0.319873 -3.726056 4.006086 -0.103 0.018 0.153
H -1.309536 -4.108696 4.648175 0.032 0.212 0.043
```
Forces are in eV/Å.

Calculated values
Kohn-Sham gap (alpha / beta)	6.6 / 8.1	eV
multiplicity	5
expectation value of S²	6.1357
charge	0
total energy	-4645.56930	Eh



(3)
The following is a DFT calculation (the ωB97M-V functional and the def2-TZVPD basis) of C20H21N3O2 in the gas phase in a non-equilibrium geometry.

```
46
Properties=species:S:1:pos:R:3:forces:R:3
C -2.017950 -3.937434 0.091337 1.129 -0.870 1.895
C -0.824037 -3.828007 -0.797869 2.466 2.102 -1.480
N 0.322962 -2.915284 -0.809949 -0.608 -0.736 -0.690
C 0.650037 -1.910429 0.171035 0.014 0.074 1.751
C -0.333154 -0.664705 0.181628 -0.483 -1.128 -0.489
C 0.231243 0.684403 0.836791 -1.010 -0.487 0.107
C 0.635809 0.195361 2.290392 0.921 -0.245 0.860
N -0.173746 0.297518 3.399329 -0.159 0.371 0.172
O 1.658104 -0.435971 2.520472 0.332 0.287 -1.429
C -0.873623 1.792612 0.886250 0.550 0.074 0.047
C -0.550830 3.040868 1.433514 -3.244 2.288 0.420
C -1.581291 4.082808 1.637895 0.114 -2.111 -1.074
C -2.903368 3.755106 1.109618 2.566 2.167 0.926
C -3.137607 2.607289 0.442197 1.231 -1.274 0.139
C -2.125178 1.631386 0.343046 -1.604 -1.662 -0.181
C 1.352823 1.250795 -0.085325 1.415 -0.528 0.914
C 1.052693 1.409559 -1.423608 -0.234 0.229 -1.432
C 2.063792 1.777015 -2.350026 -0.454 1.286 -0.476
C 3.395230 2.126948 -2.009476 -3.291 -1.635 2.766
C 3.670496 2.023433 -0.641501 -2.055 -0.968 -0.221
C 2.679090 1.567366 0.291150 0.787 0.426 1.046
C 1.068360 -3.016031 -2.008435 -6.222 -2.665 0.203
C 0.230221 -3.850766 -2.782093 2.391 0.687 -0.343
N -0.798385 -4.400583 -2.017548 2.557 0.837 0.777
O -1.312220 -5.511676 -2.322299 -1.853 -0.853 -0.605
H -2.808195 -3.428294 -0.423206 -0.818 0.026 -0.076
H -1.839584 -3.427182 1.086578 -0.149 -0.534 -1.134
H -2.282242 -5.032708 0.320006 0.377 1.663 -0.609
H 1.632350 -1.484214 -0.040751 0.128 -0.482 -0.097
H 0.747636 -2.516517 1.137254 -0.315 1.591 -0.815
H -1.265392 -1.052523 0.654987 0.525 0.769 0.094
H -0.641027 -0.504558 -0.895509 0.571 0.018 1.139
H -0.905440 0.974493 3.525993 -0.091 0.117 -0.298
H 0.324491 -0.009517 4.255383 -0.654 0.315 -1.054
H 0.452452 3.268695 1.636976 1.257 0.234 0.656
H -1.385952 5.084124 2.138906 -0.083 -1.586 -0.843
H -3.693302 4.481465 1.040342 -0.078 0.440 0.651
H -4.134309 2.492650 0.094107 -0.502 -0.609 -0.635
H -2.399807 0.628412 -0.072014 0.251 1.157 0.215
H -0.029743 1.275925 -1.729895 1.603 0.198 -0.023
H 1.771797 2.046649 -3.374472 -0.105 -0.633 0.334
H 4.094285 2.410292 -2.716487 1.216 0.566 -1.257
H 4.654512 2.199169 -0.334169 1.214 0.374 0.837
H 2.982386 1.519208 1.392707 -0.480 -0.153 -1.755
H 1.947166 -2.521230 -2.257725 1.153 0.944 -0.016
H 0.398447 -4.175917 -3.825536 -0.276 -0.083 1.082
```
Forces are in eV/Å.

Calculated values
Kohn-Sham gap	8.0	eV
SMILES	Cc1n(CCC(C(N)=O)(c2ccccc2)c2ccccc2)cc[n+]1[O-]
charge	0
energy relative to the best compared isomer or geometry (same formula, charge and spin)	586.22	kJ/mol
total energy	-1089.32909	Eh



(4)
The following is a DFT calculation (the ωB97M-V functional and the def2-TZVPD basis) of a gas-phase ion, C3HINO (charge +1) in a non-equilibrium geometry.

```
7
Properties=species:S:1:pos:R:3:forces:R:3
I -2.318487 1.112352 -0.202574 0.552 -0.122 0.317
C -0.638733 0.132061 0.319362 -0.629 1.126 -0.622
C 0.785712 0.564109 0.043941 0.410 1.671 0.604
N 1.434700 -0.428450 -0.344737 -1.264 -2.229 0.029
C 0.218929 -1.740814 -0.252830 2.307 0.005 -0.965
O -0.793632 -1.266572 0.346393 0.469 1.614 0.594
H 1.311510 1.627313 0.090445 -1.845 -2.065 0.044
```
Forces are in eV/Å.

Calculated values
Kohn-Sham gap (alpha / beta)	6.7 / 6.9	eV
SMILES	Ic1c[n+]#co1
charge	+1
energy relative to the best compared isomer or geometry (same formula, charge and spin)	353.60	kJ/mol
total energy	-542.07713	Eh



(5)
The following is a DFT calculation (the ωB97M-V functional and the def2-TZVPD basis) of 2 unconnected molecules or ions with the total composition C9H14 in a non-equilibrium geometry.

```
23
Properties=species:S:1:pos:R:3:forces:R:3
C -1.179288 1.904382 0.565504 1.613 -0.096 -0.718
C 0.173004 1.165645 0.766284 -1.375 0.569 -0.947
C 0.591830 0.697185 2.006948 -1.170 0.115 -0.867
C 1.855475 0.191950 2.056029 1.283 -0.744 -0.445
C 2.583332 0.033713 0.851287 2.400 -1.299 3.107
C 2.076897 0.287583 -0.362209 1.950 -0.860 -2.374
C 0.902162 0.888342 -0.434951 -2.915 2.215 3.265
H -1.158493 2.990999 0.629922 0.634 0.132 -0.299
H -1.977357 1.683989 1.196147 -1.024 -1.021 1.723
H -1.556142 1.599286 -0.393552 -0.142 0.389 -0.697
H -0.113128 0.597167 2.840200 0.456 0.582 -0.146
H 2.208643 -0.132680 3.030030 0.470 -0.083 -0.313
H 3.634350 -0.340222 0.854423 -0.994 0.102 0.448
H 2.642615 -0.013034 -1.263752 -0.295 0.429 0.557
H 0.448950 1.333452 -1.250181 -0.519 0.247 -2.104
C -1.138418 -1.351269 -0.734331 1.005 2.114 -0.736
C -1.692946 -1.927579 -2.067879 1.884 -0.621 -0.647
H -0.022633 -1.497552 -0.503713 -1.648 0.057 -0.853
H -1.332679 -0.214590 -0.708937 0.464 -1.971 -0.272
H -1.628508 -1.677681 0.144192 -0.848 -0.811 0.789
H -2.773037 -1.640867 -2.201393 1.160 -0.496 -0.028
H -1.523378 -3.081556 -2.058651 -0.660 1.998 -0.269
H -1.021260 -1.496673 -2.961421 -1.730 -0.947 1.826
```
Forces are in eV/Å.

Calculated values
Kohn-Sham gap	9.7	eV
SMILES	Cc1ccccc1.CC
charge	0
energy relative to the best compared isomer or geometry (same formula, charge and spin)	157.61	kJ/mol
total energy	-351.27016	Eh



(6)
The following is a DFT calculation (the ωB97M-V functional and the def2-TZVPD basis) of C16H21ClN2O2 in the gas phase.

```
42
Properties=species:S:1:pos:R:3:forces:R:3
O -1.374610 -2.399994 1.346980 0.054 0.065 0.398
C -1.040760 -2.573704 0.194020 0.032 -0.581 -0.219
C 0.179507 -3.401730 -0.203744 -0.147 0.244 0.233
C 1.304071 -2.404087 -0.263980 0.266 -0.044 -0.067
C 1.578553 -1.702861 -1.432941 0.047 -0.061 0.132
C 2.538978 -0.707667 -1.453862 0.072 0.082 0.038
C 3.231781 -0.407733 -0.292359 -0.159 -0.169 -0.003
Cl 4.413193 0.856674 -0.303324 0.129 0.150 -0.005
C 2.983473 -1.103167 0.879780 0.047 0.071 -0.050
C 2.018447 -2.093213 0.887727 -0.012 -0.023 -0.119
N -1.688049 -2.023440 -0.857751 -0.255 0.120 -0.423
C -2.546600 -0.871753 -0.682147 0.092 0.065 -0.066
C -1.781689 0.329165 -1.254568 -0.371 -0.156 0.249
O -1.228368 0.198077 -2.335908 0.178 -0.164 -0.329
N -1.737721 1.472699 -0.551230 -0.085 0.243 -0.189
C -2.227790 1.643122 0.798908 -0.096 -0.218 0.518
C -1.300905 1.039591 1.869771 0.053 -0.038 -0.123
C 0.176072 1.044433 1.470692 -0.143 0.175 0.175
C 0.689481 2.371692 0.904449 0.153 -0.232 -0.184
C 0.531553 2.466643 -0.612809 -0.237 0.159 0.113
C -0.922336 2.554294 -1.076556 0.396 0.104 -0.415
H 0.365851 -4.148902 0.566368 -0.090 0.010 -0.060
H 0.021477 -3.886521 -1.166179 0.023 -0.034 -0.014
H 1.039720 -1.923614 -2.342550 -0.074 -0.022 -0.096
H 2.740994 -0.164212 -2.363459 0.039 0.073 -0.066
H 3.531741 -0.863739 1.777062 0.068 0.046 0.078
H 1.804099 -2.621961 1.803826 -0.030 -0.062 0.114
H -1.260500 -2.063286 -1.773897 0.036 -0.041 0.156
H -2.778838 -0.798117 0.376571 -0.054 0.013 -0.090
H -3.467508 -1.005933 -1.259916 0.069 0.121 0.119
H -3.233344 1.224314 0.887246 0.042 0.109 0.023
H -2.314771 2.719686 0.962633 -0.070 -0.105 -0.069
H -1.436056 1.609161 2.790953 -0.031 -0.002 0.068
H -1.577742 0.004915 2.078374 -0.091 0.012 0.046
H 0.352020 0.257760 0.734244 0.077 -0.092 -0.001
H 0.753643 0.778971 2.357747 0.025 -0.091 -0.020
H 1.754386 2.457050 1.129516 0.002 0.078 0.049
H 0.184443 3.209091 1.390588 0.020 0.131 0.089
H 1.058289 3.349049 -0.981136 0.041 0.001 -0.083
H 0.989431 1.587091 -1.069511 0.042 0.006 -0.047
H -1.367650 3.501933 -0.763030 -0.020 -0.055 0.000
H -0.955983 2.490227 -2.166598 -0.040 0.109 0.141
```
Forces are in eV/Å.

Calculated values
Kohn-Sham gap	9.8	eV
SMILES	O=C(Cc1ccc(Cl)cc1)NCC(=O)N1CCCCCC1
charge	0
energy relative to the best compared isomer or geometry (same formula, charge and spin)	37.05	kJ/mol
total energy	-1342.53037	Eh